{
  "formula": "C5H7N2OS",
  "method": "ωB97M-V/def2-TZVPD",
  "species": ["C", "C", "C", "C", "C", "N", "N", "O", "S", "H", "H", "H", "H", "H", "H", "H"],
  "coordinates": [[1.76, 1.01, 0.07], [0.85, 1.52, 2.22], [0.46, 0.46, 0.23], [0.35, -1.97, -0.87], [-0.21, -0.48, -0.66], [0.05, 0.70, 1.55], [-1.55, -0.41, -0.54], [-0.34, -2.92, -0.68], [2.35, 1.87, 1.44], [2.42, 0.79, -0.82], [0.83, 1.88, 3.19], [1.31, -1.97, -1.21], [0.53, 0.04, -2.10], [-2.13, -1.07, -1.06], [-1.92, 0.58, -0.77], [-0.78, 0.20, 1.97]],
  "charge": 1,
  "e_homo_ev": -13.0,
  "spin_multiplicity": 1,
  "e_tot_ev": -21151.322,
  "orbital_gap_ev": 8.221,
  "lumo_energy_ev": -4.8
}


{
  "formula": "C5H7N2S",
  "method": "ωB97M-V/def2-TZVPD",
  "species": ["S", "N", "C", "C", "C", "C", "N", "C", "H", "H", "H", "H", "H", "H", "H"],
  "coordinates": [[0.06, -2.46, 1.55], [-1.10, -1.23, 0.96], [-0.40, -0.23, 0.09], [-0.02, 0.95, 0.67], [0.65, 1.80, -0.18], [0.87, 1.38, -1.47], [0.50, 0.23, -2.01], [-0.15, -0.59, -1.20], [1.23, -1.87, 1.21], [-1.53, -0.74, 1.75], [-1.86, -1.68, 0.44], [-0.21, 1.19, 1.70], [1.01, 2.75, 0.18], [1.42, 2.06, -2.12], [-0.48, -1.56, -1.57]],
  "charge": 1,
  "e_homo_ev": -14.4,
  "spin_multiplicity": 1,
  "e_tot_ev": -19105.789,
  "orbital_gap_ev": 9.896,
  "lumo_energy_ev": -4.5,
  "smiles": "S[NH2+]c1cccnc1"
}


In kJ/mol, the relative energy (zero: lowest compared OMol25 entry of this formula, charge and spin) values for the records above are, in order, 320.6, 124.6.